Record 1
Molecular formula: C40H40CeN7O3S5
Method: DFT, wB97M-V/def2-TZVPD

XYZ file:
```
96
C40H40CeN7O3S5, DFT wB97M-V/def2-TZVPD
Ce -0.22 1.14 0.33
C -1.97 1.00 4.72
C -0.95 0.60 3.66
N -1.47 0.40 2.44
N -1.24 -0.95 1.94
C -2.26 -1.38 1.14
S -2.56 -0.59 -0.42
S -2.87 -2.96 1.31
C -2.06 -3.61 2.79
C -1.29 -4.93 2.55
C -0.94 -5.33 1.23
C -0.51 -6.63 1.00
C -0.36 -7.56 2.05
C -0.59 -7.15 3.35
C -1.06 -5.81 3.60
C 0.38 0.26 4.04
C 0.71 0.12 5.43
C 1.83 -0.48 5.85
C 2.81 -0.85 4.90
C 2.64 -0.57 3.54
C 1.45 0.02 3.10
O 1.34 0.36 1.84
H -2.91 1.18 4.23
H -1.68 1.92 5.28
H -2.16 0.28 5.55
H -2.92 -3.85 3.45
H -1.36 -2.82 3.22
H -1.16 -4.64 0.39
H -0.32 -6.95 -0.03
H -0.04 -8.57 1.77
H -0.47 -7.84 4.18
H -1.11 -5.44 4.64
H -0.06 0.43 6.13
H 2.00 -0.72 6.91
H 3.78 -1.38 5.24
H 3.37 -0.91 2.77
O 0.27 1.66 -1.77
S 0.09 2.31 -3.28
C 0.41 0.98 -4.54
C -0.12 -0.40 -4.22
C 0.99 -1.21 -3.50
C 0.54 -2.41 -2.66
S 1.18 -2.29 -0.89
O 1.10 -0.79 -0.48
C 2.99 -2.58 -1.25
C 3.65 -3.86 -1.21
C 4.98 -3.95 -1.58
C 5.63 -2.88 -2.16
C 4.91 -1.74 -2.34
C 3.73 -1.52 -1.64
C 1.39 3.44 -3.59
C 1.30 4.19 -4.78
C 2.35 5.08 -5.10
C 3.36 5.30 -4.18
C 3.37 4.60 -3.00
C 2.49 3.51 -2.74
H 1.51 1.04 -4.78
H -0.13 1.31 -5.46
H -0.43 -0.92 -5.12
H -0.96 -0.39 -3.56
H 1.49 -0.50 -2.80
H 1.73 -1.47 -4.25
H 0.83 -3.37 -3.21
H -0.56 -2.43 -2.53
H 3.09 -4.78 -0.95
H 5.41 -4.94 -1.44
H 6.68 -2.97 -2.55
H 5.29 -1.01 -3.05
H 3.33 -0.50 -1.49
H 0.44 4.02 -5.41
H 2.32 5.58 -6.07
H 4.17 6.03 -4.44
H 4.01 4.88 -2.19
H 2.59 2.81 -1.91
N 0.82 3.10 1.27
C 1.53 3.96 1.68
C 2.56 4.88 1.95
C 3.62 4.86 1.04
N 4.41 4.70 0.20
C 2.44 5.96 2.90
N 2.34 6.77 3.77
S -2.70 3.34 -0.11
C -4.38 3.00 -0.52
N -5.20 3.91 -1.09
C -6.57 3.57 -1.51
C -7.28 2.61 -0.57
C -6.36 1.44 -0.36
N -4.95 1.85 -0.10
H -4.84 4.84 -1.23
H -6.48 3.09 -2.50
H -7.17 4.51 -1.66
H -8.19 2.28 -1.05
H -7.51 3.13 0.38
H -6.27 0.73 -1.23
H -6.64 0.80 0.50
H -4.38 1.10 0.22
```

Summary:
Energy relative to the best compared isomer or geometry (same formula, charge and spin) ... 77.5 kcal per mole
Net charge ... 0
Multiplicity ... 2
HOMO level (spin up / spin down) ... -0.2426 / -0.2450 Ha
⟨S²⟩ ... 0.751
E_tot ... -125803.9545 eV

=====

Record 2
Molecular formula: C3H3NS2
Method: DFT, wB97M-V/def2-TZVPD

XYZ file:
```
9
C3H3NS2, DFT wB97M-V/def2-TZVPD
C -0.67 0.38 0.25
C 0.07 0.67 1.35
C 0.71 -0.91 -1.34
N -0.36 -0.36 -0.91
S 1.96 -1.60 -1.94
S 1.63 0.29 1.84
H -1.69 0.74 0.20
H -0.47 1.27 2.07
H -1.18 -0.46 -1.51
```

Summary:
Energy relative to the best compared isomer or geometry (same formula, charge and spin) ... 54.5 kcal per mole
Net charge ... 0
HOMO level ... -0.2619 Ha
E_tot ... -26316.9262 eV